[1]
This record from OMol25 describes a cluster of 7 separate species, C36H66NO14 in total at a distorted geometry. The level of theory is ωB97M-V/def2-TZVPD.

```
117
Properties=species:S:1:pos:R:3
O 8.051 3.409 0.121
O 4.686 -0.848 -0.273
O 4.331 1.252 0.344
O 7.846 -1.788 -3.191
O -5.790 -8.380 2.090
O -5.914 -0.775 2.037
O -6.143 -1.953 -0.007
O -6.196 3.459 -0.332
O -7.714 8.331 -2.674
O 7.568 4.826 -1.513
O -5.886 -7.922 4.260
O 9.632 -0.506 -2.918
O -4.375 4.521 -1.015
O -7.135 6.838 -4.208
N -1.575 -2.711 2.565
C -7.340 -8.435 6.144
C 9.767 4.940 -0.425
C -7.680 8.851 -1.337
C 2.991 -3.221 2.468
C 5.040 0.313 -0.309
C -1.011 -4.035 2.727
C 8.693 5.800 -3.439
C -5.558 -3.432 1.844
C -7.420 2.751 -0.583
C 4.384 3.463 -0.674
C -6.546 -7.372 5.413
C -7.191 1.253 -0.586
C -5.298 3.784 -1.281
C 9.628 -1.822 -4.882
C -5.409 3.146 -2.638
C 0.567 -4.294 3.004
C -1.964 -5.273 2.630
C 3.626 -1.745 2.157
C 1.407 -3.004 2.546
C -3.476 -5.083 2.362
C -5.890 -1.966 1.229
C -6.602 9.906 -1.191
C -4.007 -3.634 2.161
C -2.991 -2.482 2.277
C 6.965 -2.581 -4.001
C 6.209 0.737 -1.151
C 7.792 6.042 -2.245
C 7.351 -4.045 -3.952
C 4.757 2.615 0.525
C 9.030 -1.298 -3.606
C 8.392 4.350 -0.562
C -6.933 7.329 -3.119
C -5.756 6.897 -2.288
C -6.460 -8.062 3.050
C 3.472 -4.162 1.242
C -7.951 -7.911 2.929
H -7.584 8.046 -0.605
H -8.387 -7.235 3.663
H 8.271 5.025 -4.084
H -5.755 -7.000 6.069
H 3.308 3.408 -0.860
H 7.361 -4.401 -2.918
H 4.582 -1.806 1.535
H -7.793 -8.023 7.048
H 10.054 4.907 0.628
H -6.751 10.707 -1.921
H 9.682 5.453 -3.133
H -5.608 5.830 -2.432
H 0.644 -4.553 4.114
H -6.295 -1.088 2.894
H 10.309 -2.642 -4.648
H -8.134 -8.846 5.517
H -8.657 9.310 -1.164
H -5.844 -4.220 1.053
H 6.643 -4.649 -4.525
H 9.831 5.984 -0.726
H 2.842 -1.212 1.492
H 5.822 2.667 0.762
H 1.137 -2.148 3.276
H -5.608 9.493 -1.373
H -6.506 0.953 -1.382
H -6.198 -3.519 2.794
H -1.581 -6.337 2.752
H 10.188 -1.014 -5.357
H 0.985 -2.694 1.510
H 8.813 6.716 -4.022
H 4.659 4.507 -0.507
H -8.134 0.719 -0.722
H 2.652 -4.907 0.967
H 8.892 -2.154 -5.611
H 6.914 -2.192 -5.022
H 6.963 -0.052 -1.119
H 5.966 -2.458 -3.575
H -5.061 3.862 -3.385
H 4.881 3.116 -1.582
H 10.472 4.346 -1.009
H 0.892 -5.228 2.416
H -8.176 -7.484 1.950
H 8.164 6.832 -1.589
H -6.739 0.935 0.356
H 3.690 -3.449 0.360
H -6.427 2.882 -2.920
H 4.227 2.987 1.405
H 8.352 -4.211 -4.353
H -1.003 -1.857 2.648
H -6.619 10.337 -0.188
H 4.462 -4.689 1.520
H -3.390 -1.418 2.132
H -7.898 3.107 -1.499
H -8.418 -8.893 3.011
H -5.893 7.045 -1.219
H 3.744 -1.131 3.117
H 6.811 6.370 -2.597
H 3.416 -3.538 3.483
H -4.139 -6.010 2.321
H -8.095 3.009 0.236
H -4.777 2.257 -2.669
H 5.877 0.876 -2.182
H 6.701 1.642 -0.800
H -7.153 -6.504 5.140
H -4.866 7.432 -2.622
H -6.692 -9.270 6.423
```

The energy comes out at -2519.055017 hartree. The calculation puts the HOMO energy at -11.068 eV. Its net charge is +1. As for the LUMO energy: -4.36 eV. Its molar mass is 736.9 Da.

***

[2]
This record from OMol25 describes a cluster of 7 separate species, C36H67B2ClF4N4O19P in total at a distorted geometry. The level of theory is ωB97M-V/def2-TZVPD.

```
134
Properties=species:S:1:pos:R:3
Cl -0.688 -1.877 -4.541
P -2.716 -5.686 1.060
F 2.743 -0.891 -0.104
F 0.653 -0.582 0.384
F 2.042 -3.179 -0.251
F 1.660 -2.659 -2.285
O 0.674 -5.562 0.814
O 1.124 8.279 -5.827
O -5.830 -3.220 -6.540
O -3.515 -6.708 0.068
O 1.077 1.697 6.070
O 1.720 0.973 4.091
O 0.429 -3.882 2.268
O -0.854 4.412 -2.219
O 3.218 7.790 -6.282
O -0.134 -3.707 6.610
O -0.718 -1.878 2.847
O -6.717 -4.409 -4.916
O -1.728 -6.466 1.771
O 5.679 4.879 4.292
O 0.960 -5.475 5.916
O -0.765 2.773 -0.764
O 7.436 6.123 4.745
O -4.443 -1.469 -2.544
O -3.807 -5.099 2.105
N -3.534 -2.956 -4.198
N -2.442 -2.859 -1.869
N -1.637 -4.060 3.644
N -4.602 -5.091 -2.211
C 2.268 8.647 -5.873
C 1.214 -2.449 -1.012
C 2.733 -1.041 3.170
C -5.944 -2.390 -7.703
C -6.874 -3.588 -5.782
C -2.066 -4.356 -0.058
C 0.692 5.599 -3.691
C -2.896 -3.771 -1.009
C 2.721 0.472 3.199
C -0.266 3.782 -1.202
C 3.119 0.509 6.064
C -0.719 -1.338 -2.824
C 1.905 1.129 5.413
C -8.206 -2.903 -5.973
C 5.402 8.171 -5.270
C 4.575 8.171 -6.539
C -4.366 -4.165 -1.105
C -0.256 -2.921 -0.947
C -5.943 -0.919 -7.339
C 2.666 10.022 -5.395
C 0.596 -4.626 6.886
C 1.481 -0.943 -0.606
C 6.563 5.415 5.159
C -1.171 -2.416 -1.848
C 1.359 -7.756 6.676
C 1.951 -6.499 6.075
C 1.028 -4.884 8.306
C 1.054 4.289 -0.675
C 3.460 4.514 5.229
C -0.731 -3.881 -0.020
C -2.086 0.205 -1.228
C -0.449 5.705 -2.704
C 4.713 3.891 4.651
C 0.169 -4.503 1.084
C -1.458 0.034 -2.623
C 6.380 5.181 6.640
B -3.498 -2.384 -2.886
B -0.689 -3.241 2.929
H 0.529 -8.111 6.065
H 0.418 4.946 -4.520
H 2.713 3.749 5.443
H -1.530 -0.263 -0.408
H 3.973 0.397 5.399
H -8.369 -2.520 -6.978
H 2.452 0.848 2.212
H -8.294 -2.087 -5.256
H 4.618 9.124 -7.066
H 1.585 5.171 -3.231
H -2.865 -3.720 -4.224
H -0.781 0.860 -2.857
H 3.700 0.894 3.435
H -2.077 1.284 -1.016
H 2.807 -6.127 6.641
H 1.185 -3.925 8.796
H 1.960 -5.436 8.393
H 5.358 7.193 -4.790
H 0.237 -5.424 8.825
H -1.323 6.116 -3.206
H -4.357 -4.410 1.703
H -1.214 -4.234 4.562
H -1.581 -1.568 3.148
H 2.112 -8.542 6.737
H 1.878 10.720 -5.669
H -3.133 -0.108 -1.167
H 2.846 -0.465 6.470
H -5.067 -2.613 -8.310
H -0.225 6.375 -1.874
H -6.798 -0.659 -6.714
H 5.030 8.898 -4.547
H 7.364 5.127 7.101
H 3.035 5.231 4.526
H -5.209 -1.580 -3.123
H 3.584 10.399 -5.839
H -3.339 -2.279 -4.925
H 0.965 -7.578 7.677
H -5.045 -0.670 -6.771
H 0.313 -1.066 -2.658
H 5.831 6.019 7.067
H 4.464 3.373 3.724
H 3.668 5.058 6.150
H -5.068 -4.622 -2.983
H -6.812 -2.673 -8.299
H -8.994 -3.629 -5.785
H 4.966 7.421 -7.225
H 3.459 -1.410 2.445
H 0.945 6.580 -4.090
H 5.151 3.142 5.315
H 1.863 3.741 -1.156
H 1.748 -1.421 2.902
H -5.133 -5.894 -1.908
H 1.086 4.107 0.398
H 2.768 10.006 -4.311
H 1.206 5.356 -0.815
H 6.443 8.407 -5.491
H -4.701 -4.678 -0.203
H 2.984 -1.456 4.147
H -2.264 0.041 -3.372
H -5.973 -0.302 -8.236
H 1.495 -0.254 -1.456
H 3.440 1.158 6.877
H 2.315 -6.714 5.072
H -5.035 -3.290 -1.115
H -4.415 -6.734 0.432
H -2.482 -3.506 3.747
H 5.869 4.252 6.884
```

The energy comes out at -4311.343491 hartree. The calculation puts the HOMO energy at -11.336 eV. Its net charge is +1. As for the LUMO energy: -4.04 eV. Its molar mass is 1024.0 Da.

***

[3]
This record from OMol25 describes a cluster of 6 separate species, C36H68BIN2O16P in total at a distorted geometry. The level of theory is ωB97M-V/def2-TZVPD.

```
125
Properties=species:S:1:pos:R:3
I 0.603 -1.964 2.593
P -3.802 -4.215 1.936
O -8.068 5.165 -2.329
O 3.404 -1.742 1.170
O 2.659 -2.601 -4.499
O 5.374 -0.013 -3.463
O -5.228 -2.434 0.130
O -10.167 4.831 -1.786
O -3.540 1.287 -0.547
O 5.556 2.153 -3.190
O 5.815 2.408 6.158
O 5.555 -1.193 1.074
O -1.965 -3.030 0.616
O -1.946 -0.845 -3.300
O 3.421 -4.613 -4.066
O -3.257 -1.651 -0.675
O 6.543 0.647 5.077
O -4.943 0.145 3.020
N -5.519 -3.260 -2.139
N -4.247 -0.342 0.890
C 5.624 3.310 -2.357
C -2.525 -1.753 2.664
C 5.778 3.819 6.389
C 4.376 -1.346 1.742
C -3.934 -1.722 0.490
C -1.432 -3.512 4.260
C 5.565 0.897 -2.699
C -8.690 5.031 0.059
C 2.859 -1.196 -4.676
C -5.732 0.627 -1.002
C -4.432 0.550 -0.245
C -1.336 -2.170 3.540
C 5.078 -3.026 -4.677
C -6.728 -0.563 1.684
C 6.673 -0.556 1.696
C -6.730 5.551 -1.993
C -5.885 4.381 -1.539
C 5.900 0.656 -1.247
C 4.353 -1.056 3.223
C -4.072 -0.225 -4.199
C -5.383 -2.773 -1.100
C -5.262 -0.237 1.923
C -1.616 -2.189 -2.943
C -2.951 -2.606 1.474
C 3.668 -3.476 -4.368
C 4.698 4.500 5.575
C -2.674 -0.750 -4.499
C -5.422 -3.899 2.767
C -4.011 -5.258 0.446
C 7.461 -1.508 2.570
C -9.042 5.021 -1.412
C 7.011 2.719 4.018
C 6.465 1.845 5.125
C 7.051 3.657 -1.981
C 3.138 -0.851 -6.125
C -0.878 -2.221 -1.625
B -1.783 -1.883 -0.335
H -6.973 -1.388 2.354
H 5.239 -1.958 -4.561
H 5.559 3.923 7.451
H -3.482 -6.192 0.615
H 6.858 -1.885 3.395
H 3.640 -0.820 -4.007
H -2.159 -0.070 -5.193
H 5.113 -0.359 3.558
H -0.011 -1.561 -1.699
H 7.937 2.274 3.662
H 6.288 2.735 3.202
H -5.574 -4.630 3.555
H -6.107 -0.332 -1.362
H 5.318 -3.320 -5.699
H 2.327 -1.211 -6.760
H -1.013 -4.336 3.690
H 5.752 -3.539 -3.994
H 3.728 4.052 5.789
H 6.951 0.382 -1.189
H -6.265 -3.895 2.070
H -1.003 -2.627 -3.740
H -9.506 5.506 0.597
H 8.335 -1.008 2.988
H 7.077 4.576 -1.393
H -0.460 -3.229 -1.524
H -6.740 6.362 -1.262
H 4.655 5.563 5.814
H -4.621 0.049 -5.102
H -3.563 -4.785 -0.428
H -2.350 -0.727 2.353
H -2.535 -2.789 -2.872
H -4.636 -1.015 -3.697
H 4.061 -1.313 -6.479
H 3.383 -0.627 3.469
H -8.595 4.000 0.399
H 6.763 4.261 6.227
H -5.056 -5.481 0.223
H -5.600 1.271 -1.867
H -5.369 -2.904 3.218
H 5.712 1.506 -0.594
H -1.290 -1.411 4.319
H 7.299 -0.213 0.877
H -7.777 5.568 0.300
H 7.230 3.741 4.318
H -4.861 4.700 -1.344
H -3.381 -1.719 3.348
H 5.295 -0.168 -0.886
H -2.488 -3.739 4.413
H -3.978 0.601 -3.495
H 7.652 3.797 -2.879
H 4.466 -1.994 3.764
H -0.989 -3.454 5.255
H 4.873 4.397 4.504
H -7.315 0.297 2.001
H 7.517 2.863 -1.397
H 4.981 3.194 -1.484
H -6.953 -0.859 0.670
H -6.320 5.966 -2.913
H 3.229 0.230 -6.246
H -1.390 -0.873 0.237
H -6.532 1.070 -0.404
H -6.278 3.926 -0.629
H -2.713 -1.730 -4.987
H 5.197 4.113 -2.956
H -5.867 3.606 -2.304
H 7.790 -2.366 1.983
H 1.920 -0.737 -4.367
H 6.356 0.332 2.247
```

The energy comes out at -3389.827845 hartree. The calculation puts the HOMO energy at -4.524 eV. Its net charge is -1. As for the LUMO energy: 1.31 eV. Its molar mass is 953.6 Da.

***

[4]
This record from OMol25 describes a cluster of 5 separate species, C36H69FN4O8S2 in total at a distorted geometry. The level of theory is ωB97M-V/def2-TZVPD.

```
120
Properties=species:S:1:pos:R:3
S -3.704 -0.804 4.678
S -3.250 2.075 4.828
F -0.930 -1.958 0.177
O 2.521 4.778 1.750
O 1.831 6.397 -2.520
O 2.009 3.015 0.442
O 0.522 -2.442 -1.409
O 8.864 -4.205 -5.522
O 3.642 -6.372 -3.413
O -5.974 -0.156 1.180
O -9.437 1.447 3.190
N -0.904 -1.873 2.918
N -0.370 1.236 -0.706
N -3.624 0.799 2.514
N 1.307 -0.595 4.721
C 2.105 -1.797 5.017
C 0.307 -1.979 -0.306
C -6.027 0.823 2.179
C 3.215 -5.069 -3.775
C -1.816 2.768 3.985
C 0.333 0.666 0.016
C -0.239 1.460 2.562
C 3.393 7.476 -4.084
C 2.659 -7.387 -3.483
C 2.771 2.145 1.280
C -11.046 -0.382 2.848
C 2.088 -7.594 -4.875
C -4.915 -1.067 1.380
C -0.619 1.817 3.996
C 6.722 -5.363 -5.148
C 0.640 0.198 2.442
C -3.562 0.596 3.873
C 2.504 4.092 -3.047
C 1.229 0.064 1.003
C 7.903 -4.609 -4.563
C 7.868 -2.008 -6.002
C 8.398 -3.330 -6.530
C 1.404 -1.429 0.563
C 0.440 4.782 0.572
C -4.756 1.642 2.086
C 1.567 5.256 -3.316
C -3.561 -0.414 1.703
C -10.319 2.322 3.867
C 3.111 6.980 -2.677
C 1.750 0.137 3.531
C 2.612 0.725 0.820
C -9.683 0.062 3.350
C 1.748 4.218 1.007
C 2.101 -4.521 -2.900
C -0.256 -0.920 2.719
C -10.313 2.153 5.377
H -1.171 1.212 2.071
H 1.890 -3.488 -3.160
H 2.530 2.329 2.316
H 1.568 5.519 -4.380
H -11.858 0.047 3.438
H 1.858 -7.195 -2.761
H -9.540 -0.234 4.395
H 0.279 5.741 1.025
H 8.438 -5.258 -3.870
H 2.930 -5.042 -4.833
H 0.496 4.899 -0.502
H 7.560 -3.746 -3.981
H -9.298 2.233 5.767
H 2.516 -2.243 4.122
H -11.191 -0.072 1.812
H 3.160 -8.299 -3.159
H -11.132 -1.467 2.904
H 2.657 -0.304 3.143
H 0.546 4.961 -3.071
H -0.824 0.926 4.566
H 1.618 -2.063 1.413
H 9.259 -3.143 -7.172
H 2.266 -1.465 -0.078
H -1.576 3.659 4.545
H -2.908 -1.155 2.135
H 7.645 -3.828 -7.151
H -11.335 2.224 3.469
H -9.980 3.327 3.616
H -5.167 -1.836 2.098
H -4.618 1.832 1.032
H 6.963 -2.141 -5.406
H -3.120 -0.130 0.754
H 7.624 -1.342 -6.830
H -6.852 1.503 2.023
H -6.164 0.407 3.173
H -4.801 2.557 2.648
H -8.905 -0.440 2.773
H 1.462 -2.540 5.463
H 2.889 -7.771 -5.595
H 0.194 2.296 2.037
H -4.798 -1.576 0.435
H 8.612 -1.523 -5.370
H -2.034 3.100 2.980
H 1.521 -6.727 -5.217
H 0.234 2.297 4.465
H 2.383 -4.566 -1.848
H 3.133 7.822 -1.985
H 7.064 -6.212 -5.740
H 2.928 -1.575 5.684
H 3.446 6.657 -4.803
H 1.415 -8.453 -4.882
H 3.817 2.407 1.174
H -10.930 2.921 5.844
H 3.531 4.317 -3.338
H 4.346 8.004 -4.113
H 1.971 1.140 3.854
H 1.430 0.021 5.505
H 2.606 8.155 -4.415
H -10.708 1.182 5.679
H 4.096 -4.433 -3.675
H 2.798 0.735 -0.247
H 2.507 3.853 -1.983
H 1.177 -5.087 -3.018
H 6.073 -5.729 -4.351
H 2.184 3.212 -3.606
H 3.891 6.284 -2.348
H 3.375 0.087 1.233
H 6.119 -4.729 -5.801
H -0.353 4.089 0.796
```

The energy comes out at -3130.154549 hartree. The calculation puts the HOMO energy at -8.147 eV. Its net charge is 0. As for the LUMO energy: 0.15 eV. Its SMILES is CNC[C@@](C#N)(CCCSC(=S)N1CCOCC1)[C@@](C#N)(CCOC(C)=O)CC(=O)F.CCOCC.CCOCC.CCOCC.CCOCC. Its molar mass is 769.1 Da.